The following is a quantum chemistry calculation of the molecule C3H7N3O, from the Open Molecules 2025 dataset.

Geometry as XYZ:
```
14
C3H7N3O (ωB97M-V/def2-TZVPD)
O 0.068 -1.972 0.298
N -2.919 0.674 -0.627
N 1.552 -0.373 0.413
N -0.727 0.145 -0.175
C 0.340 -0.658 0.172
C -2.057 -0.221 -0.363
C 2.200 0.888 0.255
H 2.165 1.229 -0.787
H 0.977 -2.219 0.589
H -0.564 1.141 -0.205
H -2.247 -1.290 -0.260
H 3.248 0.723 0.519
H 1.807 1.673 0.913
H -3.843 0.259 -0.740
```

Summary:
Spin multiplicity: 1
E_tot: -9741.9388 eV
E_HOMO: -0.3365 hartree
Relative energy (zero: lowest compared OMol25 entry of this formula, charge and spin): 105.6 kJ/mol
Gap between HOMO and LUMO: 10.02 eV
SMILES: [H]/N=C/N/C(O)=N\C
Charge: 0

---

The following is a quantum chemistry calculation of the molecule C3H7N3O, from the Open Molecules 2025 dataset.

Geometry as XYZ:
```
14
C3H7N3O (ωB97M-V/def2-TZVPD)
O 0.293 0.278 -1.620
N -1.103 0.045 0.179
N -3.334 -0.475 -0.026
N 1.186 0.145 0.477
C -2.251 -0.113 -0.580
C 0.152 0.170 -0.414
C 2.563 0.137 0.031
H -1.198 -0.211 1.152
H 3.071 1.084 0.242
H -2.081 0.104 -1.637
H 0.995 0.139 1.465
H -4.073 -0.541 -0.721
H 3.112 -0.681 0.510
H 2.555 -0.022 -1.048
```

Summary:
Spin multiplicity: 1
E_tot: -9742.9221 eV
E_HOMO: -0.3534 hartree
Relative energy (zero: lowest compared OMol25 entry of this formula, charge and spin): 10.7 kJ/mol
Gap between HOMO and LUMO: 10.40 eV
SMILES: [H]/N=C/NC(=O)NC
Charge: 0